[1]
ORCA calculation (ωB97M-V with the def2-TZVPD basis set) on 6 unconnected molecules or ions with the total composition C6H24O6.

The geometry in ORCA input format:
```
! wB97M-V def2-TZVPD RIJCOSX def2/J DEFGRID3
* xyz 0 1
C -1.15194 3.17898 1.12137
O -1.14285 2.45111 2.32437
H -1.61693 4.14299 1.31903
H -0.13897 3.36247 0.73268
H -1.73720 2.68761 0.32765
H -0.76613 1.57993 2.14444
C -3.69205 -1.03710 -1.25072
O -2.49933 -1.08425 -2.01362
H -3.72103 -0.16151 -0.59389
H -4.59084 -1.01088 -1.88126
H -3.73527 -1.93353 -0.63451
H -2.21165 -0.18045 -2.18916
C -1.24530 2.26722 -3.26650
O -1.14657 1.40231 -2.13612
H -2.25799 2.17828 -3.64602
H -1.04542 3.31141 -3.01152
H -0.54939 1.97318 -4.05937
H -0.31194 1.55451 -1.68401
C 2.93970 -2.30419 -1.11968
O 4.31489 -2.04530 -0.83614
H 2.39213 -2.06378 -0.21426
H 2.57212 -1.65375 -1.92287
H 2.76772 -3.33922 -1.41703
H 4.84853 -2.41250 -1.54539
C -0.42448 -0.56382 0.60978
O -0.13694 -0.17067 1.93860
H -1.14866 0.12185 0.17910
H 0.46340 -0.60389 -0.03859
H -0.84433 -1.57544 0.56843
H 0.31246 -0.90247 2.38071
C 2.79636 -0.94043 3.12140
O 1.64841 -1.76949 3.37599
H 2.47097 0.09763 3.06141
H 3.52572 -1.02425 3.92471
H 3.25301 -1.22825 2.17598
H 1.80975 -2.30430 4.15501
*
```

Output
energy = -18893.710 eV
M = 192.25 g mol⁻¹
HOMO = -0.35483 Eh
E_LUMO = 0.0210 Eh
structure (SMILES) = CO.CO.CO.CO.CO.CO
HOMO-LUMO gap = 0.376 hartree
energy above the lowest of the compared OMol25 structures with the same formula, charge and spin = 76.16 kcal per mole

natural (NBO) atomic charge list, values in e, 2 entries:
1 C -0.249
2 O -0.739

=====

[2]
ORCA calculation (ωB97M-V with the def2-TZVPD basis set) on 2 unconnected molecules or ions with the total composition C3H11BN in a non-equilibrium geometry.

The geometry in ORCA input format:
```
! wB97M-V def2-TZVPD RIJCOSX def2/J DEFGRID3
* xyz 1 1
B 0.47548 -0.73853 -0.46802
C 0.42218 -1.49371 0.89850
C 0.92434 -0.99504 -1.83251
C -0.78920 1.14103 -0.25031
N -0.85442 1.81932 1.19810
H -0.34666 -1.37171 1.62103
H 1.33767 -1.24553 1.46463
H 0.50251 -2.58789 0.70640
H 1.86845 -0.41635 -1.87725
H 0.37439 -0.70854 -2.65409
H 0.98177 -2.09283 -1.95893
H -0.35628 1.87912 -0.85187
H -1.89111 1.04875 -0.50851
H -1.62294 2.50657 1.20299
H 0.04314 2.26923 1.53008
H -1.06929 0.98612 1.77976
*
```

Output
energy = -5447.063 eV
M = 71.94 g mol⁻¹
HOMO = -0.50130 Eh
E_LUMO = -0.1314 Eh
HOMO-LUMO gap = 0.370 hartree
energy above the lowest of the compared OMol25 structures with the same formula, charge and spin = 0.00 kcal per mole

natural (NBO) atomic charge list, values in e, 2 entries:
1 B 1.075
2 C -1.100

=====

[3]
ORCA calculation (ωB97M-V with the def2-TZVPD basis set) on a molecular structure, C35H46BrCdFN6O2Si2.

The geometry in ORCA input format:
```
! wB97M-V def2-TZVPD RIJCOSX def2/J DEFGRID3
* xyz -2 1
Cd -0.73329 0.15882 -0.43363
O -5.28748 1.18198 -1.29457
C -5.80857 0.17480 -0.67900
C -7.19945 -0.09746 -0.68556
C -7.72357 -1.19290 -0.02853
C -6.90673 -2.08122 0.66383
C -5.53826 -1.83386 0.68375
C -4.99054 -0.74358 0.04172
C -3.51351 -0.45771 0.10318
O -3.06881 0.09416 -1.14112
N -3.25802 0.43017 1.22237
N -1.87013 0.83412 1.26791
C -1.68141 1.82216 2.14526
C -0.56937 2.51596 2.43552
Br 2.19477 1.99974 0.19595
C 0.47197 2.80807 3.18291
C 1.07038 1.90855 4.19072
C 2.16539 2.32990 4.94339
C 2.74882 1.50076 5.88856
C 2.24894 0.22452 6.09788
C 1.16133 -0.20982 5.34922
C 0.57884 0.62013 4.40950
H -3.86988 0.70998 -1.34804
H -7.83865 0.58832 -1.22824
H -8.79729 -1.36374 -0.05989
H -7.32251 -2.94141 1.17137
H -4.87458 -2.50505 1.22041
H -2.94163 -1.38140 0.26767
H -3.81578 1.27280 1.04105
H -2.57368 2.16165 2.68341
H 1.01887 3.74306 3.05482
H 2.56240 3.32394 4.77386
H 3.60013 1.85237 6.45983
H 2.70704 -0.43097 6.82929
H 0.76739 -1.20929 5.49106
H -0.26432 0.27736 3.82092
C 2.07340 -1.64311 2.12794
Si 0.61763 -2.48812 1.25357
C 1.01932 -4.33945 1.36123
C -0.86966 -2.23531 2.37485
N 0.35375 -1.78439 -0.27268
C 0.56564 -2.21899 -1.56083
C 0.84586 -3.54567 -1.89294
C 1.05859 -3.97882 -3.19759
C 0.97656 -3.07366 -4.23418
C 0.67652 -1.74632 -3.94394
C 0.46908 -1.27391 -2.64926
N 0.18209 0.05585 -2.38230
Si -0.05719 1.23606 -3.58837
C -1.44893 0.86516 -4.81222
C -0.51846 2.84706 -2.74001
C 1.53171 1.59158 -4.57192
H 2.36350 -2.19491 3.02400
H 1.81097 -0.63007 2.43626
H 2.94801 -1.58439 1.47962
H 1.16628 -4.57287 2.41894
H 1.93091 -4.60600 0.82905
H 0.21277 -4.96785 0.98764
H -0.68813 -2.69150 3.35034
H -1.77635 -2.67486 1.95750
H -1.07914 -1.17280 2.51713
H 0.88296 -4.27426 -1.09931
H 1.27081 -5.02549 -3.38627
H 1.12429 -3.38164 -5.26259
H 0.59057 -1.05393 -4.76906
H -2.26642 0.36681 -4.29204
H -1.14328 0.22781 -5.64133
H -1.83364 1.79859 -5.22977
H -1.58535 2.88222 -2.52574
H -0.27893 3.69767 -3.37972
H 0.03425 2.96217 -1.80769
H 2.09558 0.68337 -4.77739
H 2.17590 2.26605 -4.00477
H 1.30691 2.07351 -5.52503
F 8.54162 0.30563 -0.68478
C 7.17872 0.34692 -0.69623
C 6.52478 0.42995 -1.90782
C 5.13728 0.47562 -1.90381
C 4.42273 0.43572 -0.71240
C 2.93523 0.44120 -0.74115
C 5.12246 0.34789 0.49130
C 6.50510 0.30405 0.50975
H 7.09175 0.45723 -2.82728
H 4.59858 0.53584 -2.84076
H 2.51792 0.48668 -1.74328
H 2.48707 -0.42075 -0.24285
H 4.57028 0.31817 1.42134
H 7.05938 0.23464 1.43381
N -1.96397 4.41179 0.09196
N -3.06785 3.51428 -0.09369
H -1.26026 4.26088 -0.63012
H -1.52898 4.13852 0.97376
H -2.76779 2.59291 -0.41557
H -3.69126 3.90236 -0.79008
*
```

Output
energy = -143159.502 eV
M = 850.28 g mol⁻¹
HOMO = -0.05852 Eh
E_LUMO = 0.1476 Eh
HOMO-LUMO gap = 0.206 hartree
energy above the lowest of the compared OMol25 structures with the same formula, charge and spin = 11.09 kcal per mole

Mulliken atomic charge list, values in e, 2 entries:
1 Cd 0.094
2 O -0.901

=====

[4]
ORCA calculation (ωB97M-V with the def2-TZVPD basis set) on a single C5H5Cl molecule in a non-equilibrium geometry.

The geometry in ORCA input format:
```
! wB97M-V def2-TZVPD RIJCOSX def2/J DEFGRID3
* xyz 0 1
C -1.25361 0.84846 1.95432
C -0.74108 0.23130 0.80285
C -0.04392 -0.05370 -0.14958
C 0.66323 -0.13680 -1.35982
C 1.39502 -1.24792 -1.71483
H -1.11206 0.22867 2.86592
H -2.32698 1.00419 1.80606
H -0.75945 1.80537 2.08440
H 0.56459 0.66992 -2.06846
H 1.47457 -2.05979 -1.00206
Cl 2.13969 -1.28970 -3.21879
*
```

Output
energy = -17785.942 eV
M = 100.55 g mol⁻¹
HOMO = -0.31217 Eh
E_LUMO = 0.0263 Eh
structure (SMILES) = CC#C/C=C/Cl
HOMO-LUMO gap = 0.339 hartree
energy above the lowest of the compared OMol25 structures with the same formula, charge and spin = 37.32 kcal per mole

natural (NBO) atomic charge list, values in e, 2 entries:
1 C -0.694
2 C 0.051